Entry 1:
Computed, not measured: a cluster of 2 separate species, C3H12N2OSi in total, with the ωB97M-V functional and the def2-TZVPD basis.

Geometry (Å):
C 0.39 -0.83 1.24
C -1.57 -0.99 -0.99
C -0.16 1.74 -0.75
N 1.33 -0.77 -1.26
N 1.67 1.33 1.64
O 2.60 1.84 1.05
Si -0.02 -0.08 -0.43
H 1.46 -1.09 1.35
H 0.11 -0.35 2.24
H -0.22 -1.72 1.20
H -1.36 -2.04 -1.32
H -2.49 -1.01 -0.44
H -1.90 -0.40 -1.92
H -0.38 2.61 -0.16
H 0.78 1.80 -1.37
H -0.86 1.99 -1.53
H 1.76 -0.24 -1.97
H 2.09 -0.87 -0.58
H 0.91 2.08 1.84

Calculated values
HOMO energy (alpha / beta), Ha: -0.3488 / -0.3488
Relative energy (zero: lowest compared OMol25 entry of this formula, charge and spin), kcal per mole: 22.5
Lowest unoccupied orbital energy (alpha / beta), eV: -0.47 / -0.47
Structure (SMILES): C[Si](C)(C)N.N=O
Frontier orbital gap (alpha / beta), eV: 9.02 / 9.02

Entry 2:
Computed, not measured: a cluster of 2 separate species, C14H16 in total, with the ωB97M-V functional and the def2-TZVPD basis.

Geometry (Å):
C -0.12 4.18 -0.43
C 0.38 0.57 -2.55
C 0.78 1.75 -3.14
C -0.20 0.48 -1.29
C 0.67 2.98 -2.46
C -0.30 1.70 -0.60
C 0.12 2.87 -1.21
H 0.41 -0.25 -3.25
H 1.14 1.70 -4.16
H -0.18 -0.40 -0.67
H 1.03 3.88 -2.93
H -0.82 1.77 0.35
H -1.18 4.27 -0.22
H 0.14 5.02 -1.07
H 0.47 4.17 0.48
C -1.41 -0.92 2.76
C -0.29 -3.98 0.80
C -1.08 -3.11 1.55
C 1.01 -3.63 0.34
C -0.66 -1.86 1.91
C 1.48 -2.43 0.80
C 0.67 -1.46 1.45
H -0.67 -4.96 0.55
H -2.03 -3.46 1.92
H 1.69 -4.19 -0.29
H 2.53 -2.17 0.74
H -0.85 -0.70 3.67
H -2.39 -1.26 3.11
H 1.29 -0.59 1.59
H -1.63 0.03 2.26

Calculated values
Net charge: +1
HOMO energy (alpha / beta), Ha: -0.4271 / -0.4270
Relative energy (zero: lowest compared OMol25 entry of this formula, charge and spin), kcal per mole: 27.8
Lowest unoccupied orbital energy (alpha / beta), eV: -4.55 / -8.31
Multiplicity: 2
Frontier orbital gap (alpha / beta), eV: 7.07 / 3.31

Entry 3:
Computed, not measured: a cluster of 11 separate species, C31H88N18O15 in total, with the ωB97M-V functional and the def2-TZVPD basis.

Geometry (Å):
C 0.20 -3.42 3.91
O -0.21 -4.42 4.86
C -0.39 -5.74 4.34
C -1.46 -6.48 5.20
N -1.83 -7.76 4.64
C -2.77 -7.79 3.53
C -2.82 -9.19 2.75
O -3.55 -8.97 1.55
C -3.86 -10.19 0.97
H -0.10 -2.45 4.32
H -0.21 -3.67 2.93
H 1.28 -3.35 3.80
H 0.52 -6.33 4.20
H -0.83 -5.72 3.34
H -2.29 -5.97 5.69
H -0.90 -6.89 6.04
H -1.03 -8.34 4.44
H -2.59 -7.00 2.80
H -3.74 -7.55 3.97
H -3.35 -9.91 3.37
H -1.81 -9.53 2.50
H -3.11 -10.98 1.01
H -3.86 -9.86 -0.07
H -4.90 -10.48 1.10
C 13.63 7.09 4.78
O 12.53 6.65 4.09
C 11.39 6.32 4.89
C 10.26 6.02 3.98
N 10.58 4.87 3.12
C 9.29 4.53 2.40
C 9.25 3.16 1.97
O 9.28 2.27 3.07
C 9.33 0.87 2.72
H 13.98 6.43 5.57
H 13.46 8.06 5.25
H 14.42 7.18 4.03
H 11.07 7.21 5.44
H 11.56 5.53 5.62
H 9.87 6.83 3.37
H 9.39 5.71 4.56
H 10.79 4.08 3.71
H 9.27 5.12 1.48
H 8.51 4.66 3.15
H 10.10 3.02 1.30
H 8.46 2.95 1.25
H 9.51 0.34 3.65
H 10.18 0.61 2.08
H 8.36 0.55 2.33
C 2.42 1.68 1.24
O 1.48 2.85 1.21
C 0.78 2.97 0.01
C -0.70 2.66 0.27
N -1.16 3.52 1.35
C -2.32 2.99 2.05
C -3.60 2.83 1.08
O -4.02 1.47 1.23
C -3.24 0.45 0.55
H 3.24 1.52 0.54
H 1.78 0.81 1.12
H 2.73 1.50 2.27
H 1.18 2.37 -0.80
H 1.02 3.95 -0.42
H -0.80 1.59 0.43
H -1.23 2.87 -0.66
H -0.31 3.55 1.90
H -2.57 3.69 2.84
H -2.21 2.16 2.75
H -3.41 3.29 0.12
H -4.27 3.47 1.66
H -3.88 -0.43 0.60
H -2.22 0.17 0.82
H -3.22 0.62 -0.53
C -3.71 -5.78 -3.01
O -3.57 -5.02 -4.28
C -4.81 -4.37 -4.59
C -4.74 -3.85 -6.00
N -4.02 -4.74 -6.88
C -4.83 -5.83 -7.42
C -3.89 -6.69 -8.38
O -2.77 -7.19 -7.64
C -1.46 -6.62 -7.95
H -4.55 -6.47 -3.06
H -3.81 -5.22 -2.08
H -2.82 -6.41 -2.94
H -4.93 -3.60 -3.83
H -5.62 -5.08 -4.44
H -4.19 -2.91 -6.05
H -5.72 -3.59 -6.39
H -3.29 -5.12 -6.29
H -5.69 -5.46 -7.96
H -5.25 -6.42 -6.60
H -3.81 -6.27 -9.38
H -4.52 -7.58 -8.49
H -1.43 -5.55 -8.16
H -1.23 -7.17 -8.87
H -0.76 -6.95 -7.19
C -10.02 -0.36 1.10
O -11.12 -0.52 1.55
N -9.14 0.33 1.81
N -9.57 -0.70 -0.12
H -8.30 0.77 1.46
H -9.50 0.73 2.67
H -9.05 0.03 -0.60
H -10.32 -1.22 -0.55
C 3.72 -4.49 0.42
O 4.26 -5.39 1.01
N 2.47 -4.46 0.11
N 4.41 -3.52 -0.20
H 2.20 -3.52 -0.14
H 1.82 -5.12 0.51
H 5.39 -3.39 0.02
H 4.02 -2.97 -0.95
C -7.00 2.80 -4.49
O -7.78 1.83 -4.62
N -7.33 4.03 -4.77
N -5.89 2.74 -3.92
H -6.51 4.62 -4.68
H -8.29 4.17 -5.06
H -5.55 1.86 -3.56
H -5.32 3.57 -3.85
C -3.50 8.11 -1.91
O -4.01 7.11 -2.58
N -3.20 8.09 -0.68
N -3.27 9.29 -2.51
H -3.17 7.17 -0.26
H -2.77 8.89 -0.23
H -3.78 9.59 -3.33
H -2.86 10.10 -2.05
C 5.48 7.33 -2.61
O 6.63 7.65 -2.30
N 4.56 8.16 -2.63
N 5.04 6.09 -2.80
H 3.76 7.83 -3.14
H 4.61 9.05 -2.14
H 4.13 5.86 -3.16
H 5.77 5.39 -2.83
C -1.22 4.40 7.06
O -2.10 5.18 6.92
N -0.23 4.24 6.22
N -1.08 3.58 8.05
H 0.49 3.60 6.51
H -0.33 4.81 5.39
H -0.34 2.90 8.15
H -1.87 3.53 8.69
C 0.26 -0.95 -3.73
O 0.56 -1.14 -2.54
N 0.58 0.16 -4.36
N -0.53 -1.70 -4.44
H 1.16 0.77 -3.80
H 0.56 0.33 -5.36
H -1.09 -2.46 -4.11
H -0.78 -1.45 -5.39

Calculated values
HOMO energy, Ha: -0.3154
Relative energy (zero: lowest compared OMol25 entry of this formula, charge and spin), kcal per mole: 240.2
Lowest unoccupied orbital energy, eV: -0.23
Structure (SMILES): COCCNCCOC.COCCNCCOC.COCCNCCOC.COCCNCCOC.NC(N)=O.NC(N)=O.NC(N)=O.NC(N)=O.NC(N)=O.NC(N)=O.NC(N)=O
Frontier orbital gap, eV: 8.36

Entry 4:
Computed, not measured: a structure of composition C6H11NO2, with the ωB97M-V functional and the def2-TZVPD basis.

Geometry (Å):
C -0.13 -0.61 1.05
C -1.37 -0.33 -1.21
C 1.03 0.22 1.59
C 0.40 1.60 -1.26
C -1.69 0.05 0.14
C 0.16 0.10 -1.28
N 0.21 -1.96 0.65
O -2.35 0.88 0.68
O 0.95 -0.65 -1.85
H -0.81 -0.74 1.91
H 0.56 -2.49 1.44
H 0.96 -1.96 -0.04
H -2.02 0.13 -1.96
H -1.34 -1.43 -1.27
H 0.73 1.26 1.76
H 1.37 -0.19 2.55
H 1.89 0.18 0.92
H -0.39 2.18 -0.79
H 0.51 1.95 -2.29
H 1.34 1.80 -0.74

Calculated values
HOMO energy, Ha: -0.3203
Relative energy (zero: lowest compared OMol25 entry of this formula, charge and spin), kcal per mole: 74.9
Lowest unoccupied orbital energy, eV: 0.30
Frontier orbital gap, eV: 9.01